Entry one
A cluster of 7 separate species, C22H32Cl6F12O8 in total, computed with ωB97M-V/def2-TZVPD.

Computed properties:
LUMO energy (eV): 0.03
Frontier orbital gap (eV): 10.6
HOMO level (eV): -10.5735
Structure (SMILES): CCOC(=O)C(F)(F)F.CCOC(=O)C(F)(F)F.CCOC(=O)C(F)(F)F.CCOC(=O)C(F)(F)F.ClCCCl.ClCCCl.ClCCCl

Structure (ORCA input):
```
! wB97M-V def2-TZVPD RIJCOSX def2/J DEFGRID3
* xyz 0 1
Cl 5.9313 12.4239 -12.0560
Cl 2.5702 5.5090 -3.0249
Cl 5.9306 10.3290 -8.2964
Cl 9.1946 12.1521 1.6656
Cl 5.4881 10.0454 2.2452
Cl 5.1341 6.4135 -4.8307
F 4.9448 9.3624 -1.7109
F 6.8445 9.1660 -0.6889
F 6.5141 8.1170 -2.5500
F 1.8064 17.1339 -5.0001
F 11.2880 15.0331 -11.9695
F 8.1400 7.2663 -4.8109
F 12.0787 16.0822 -10.2548
F 12.2602 13.9322 -10.3872
F 9.7157 6.0442 -3.9498
F 2.2003 16.9170 -2.8820
F 10.0505 7.0857 -5.8338
F 3.0616 18.5673 -3.9827
O 11.2326 8.6232 -4.0806
O 5.0716 17.0042 -4.3120
O 6.6635 10.2623 -3.9503
O 3.7672 15.2073 -4.6551
O 9.2588 9.0548 -3.1202
O 7.1579 11.4601 -2.0980
O 9.2394 15.7020 -10.1236
O 9.9786 13.7843 -9.2279
C 11.8301 9.6964 -3.3243
C 9.4586 7.1685 -4.6277
C 8.6439 14.5570 -7.3313
C 6.7816 10.4670 -2.6503
C 9.9619 8.4113 -3.8443
C 6.2441 16.2074 -4.5350
C 8.7530 13.5977 -8.4925
C 5.4485 11.4681 -9.5863
C 2.4210 6.6601 -4.3648
C 13.2995 9.7300 -3.6769
C 5.7600 12.1168 -5.2145
C 6.5679 15.2650 -3.4134
C 6.2755 9.2334 -1.8843
C 7.5167 11.6471 1.4278
C 6.2932 11.2166 -10.8063
C 3.9291 16.3594 -4.3796
C 7.0102 11.3551 -4.8044
C 10.0792 14.8703 -9.9607
C 11.4598 14.9705 -10.6494
C 7.1711 10.6166 2.4625
C 3.6940 7.4298 -4.6441
C 2.7328 17.2794 -4.0528
H 7.4359 10.9205 -5.7108
H 7.8082 9.7426 2.3756
H 7.0450 16.9208 -4.7149
H 11.6959 9.5403 -2.2552
H 13.4684 9.9530 -4.7292
H 7.3470 11.2942 -10.5384
H 7.5257 14.7937 -3.6516
H 7.7629 11.9884 -4.3432
H 1.6570 7.3817 -4.0837
H 7.6690 14.3836 -6.8624
H 5.1137 11.4495 -5.7854
H 7.9386 13.7457 -9.2076
H 8.7737 12.5710 -8.1424
H 3.5580 8.0498 -5.5277
H 4.3898 11.3120 -9.7653
H 9.4415 14.3559 -6.6208
H 8.6018 15.5917 -7.6604
H 6.1439 10.2288 -11.2329
H 5.2338 12.5061 -4.3461
H 7.4413 11.2418 0.4222
H 13.8157 10.5140 -3.1178
H 6.6627 15.7220 -2.4302
H 13.7773 8.7896 -3.4015
H 7.2273 11.0291 3.4653
H 11.3393 10.6277 -3.6105
H 6.1067 15.6420 -5.4609
H 6.0109 12.8966 -5.9360
H 3.9051 8.0886 -3.8025
H 6.8422 12.5003 1.4497
H 5.8481 14.4511 -3.3469
H 2.1038 6.1062 -5.2451
H 5.6165 12.4787 -9.2242
*
```

Mulliken atomic charge list, values in e, 2 entries: -0.19, -0.19

Entry two
A structure of composition C22H32Cl6F12O8, computed with ωB97M-V/def2-TZVPD.

Computed properties:
LUMO energy (eV): 0.30
Frontier orbital gap (eV): 9.1
HOMO level (eV): -8.8390

Structure (ORCA input):
```
! wB97M-V def2-TZVPD RIJCOSX def2/J DEFGRID3
* xyz 0 1
Cl 0.9777 -2.0596 2.3264
Cl -0.3973 -1.7803 5.4072
Cl 1.3018 2.6053 -0.0600
Cl -4.6957 -0.8948 1.0821
Cl -1.6499 -3.6360 0.0033
Cl -1.0384 -0.8909 0.5327
F 3.3930 3.1783 -1.2508
F -0.4367 -1.7886 -1.7032
F 4.4170 2.9428 0.5780
F -2.4902 -2.6932 -2.0699
F 1.5486 2.4317 2.2051
F 1.5628 3.9663 3.6003
F 2.9143 1.5413 0.2105
F 0.3128 -4.5702 -1.0438
F 0.4603 4.2579 1.7112
F 2.5082 -4.3113 -0.3886
F 1.0180 -3.0595 0.3851
F -1.2875 -2.0409 -3.7267
O 1.6444 -1.5166 -1.8124
O 5.8502 1.8314 -1.5985
O -1.2142 1.9424 2.6008
O 1.8468 -3.3645 -3.1623
O -3.4224 -0.4416 -3.0457
O -1.5142 0.5781 -2.0502
O 4.5674 -0.0068 -1.0813
O -0.8690 3.2731 4.3799
C -0.6465 0.8370 0.2932
C 1.3481 -3.7124 -0.7331
C -1.5488 -1.7791 -2.4762
C 5.4719 -0.9134 -1.6627
C 4.8185 1.3705 -1.1175
C -2.3974 1.7051 5.4752
C -2.2163 3.1283 4.8261
C 1.8398 -0.5070 -2.7965
C 5.2873 -1.0039 -3.2594
C 0.7777 3.3888 2.6819
C 0.6506 0.9795 -0.4681
C -3.5283 -1.7793 0.1203
C 1.6655 -2.8695 -2.0056
C -2.1806 -0.3741 -2.5214
C -2.6398 -2.5161 1.0655
C -4.9827 0.9558 -1.8328
C -0.5228 2.7376 3.2318
C -0.8106 -0.8188 3.9819
C 3.8123 2.3028 -0.3800
C -4.2604 0.6639 -3.1408
C 0.4083 -0.5415 3.1042
C 0.7949 -0.2924 -3.8759
H -2.5841 3.8893 5.5143
H 2.8396 -0.6614 -3.2024
H -1.6723 1.5603 6.2761
H -4.3460 1.5046 -1.1389
H -4.1317 -2.3688 -0.5699
H -1.5237 1.3588 -0.0892
H -1.6143 -1.4027 3.5334
H -1.9630 -1.9279 1.6852
H -3.4018 1.6348 5.8929
H -0.1460 -0.1946 -3.3345
H -2.8638 3.1848 3.9511
H -2.2276 0.8882 4.7739
H -4.9707 0.5098 -3.9531
H 5.5613 -2.0385 -3.4658
H -3.2419 -3.1444 1.7218
H -5.2500 0.0713 -1.2546
H 5.2086 -1.8287 -1.1326
H -1.1706 0.0301 4.5631
H -5.9438 1.4368 -2.0145
H 0.1621 0.1754 2.3210
H 6.1183 -0.4971 -3.7500
H 1.5567 0.3942 -0.3116
H 0.4450 0.9885 -1.5385
H 6.5014 -0.6555 -1.4140
H 4.3175 -0.6565 -3.6158
H -3.6465 1.5340 -3.3738
H 1.0834 0.6200 -4.3978
H -2.9755 -1.0384 -0.4572
H -0.5851 1.1737 1.3281
H 1.2872 -0.2406 3.6744
H 1.9831 0.4377 -2.2720
H 0.7451 -1.1927 -4.4884
*
```

Mulliken atomic charge list, values in e, 2 entries: -0.02, -0.24

Most stable of them? entry one.

Entry one
A cluster of 2 separate species, C3H13N2 in total, computed with ωB97M-V/def2-TZVPD.

Computed properties:
LUMO energy (eV): -3.07
Frontier orbital gap (eV): 12.4
HOMO level (eV): -15.4993

Structure (ORCA input):
```
! wB97M-V def2-TZVPD RIJCOSX def2/J DEFGRID3
* xyz 1 1
N 2.3540 -1.5792 0.1165
N -0.0705 -0.4411 -0.8163
C -1.4106 1.6342 -0.7293
C -0.9362 0.2339 1.3343
C -0.4093 0.7677 0.0341
H 0.0796 -0.1803 -1.7973
H -1.9193 -0.2278 1.2046
H -2.3038 1.0395 -0.9087
H 0.5415 1.2896 0.1364
H -1.6419 2.4894 -0.0973
H 0.8417 -0.8740 -0.4947
H -0.8022 -1.1531 -0.8732
H 3.1398 -1.3371 -0.4847
H -1.0152 2.0313 -1.6625
H 2.6549 -1.4282 1.0738
H -1.0860 0.8874 2.1916
H -0.2971 -0.5624 1.7315
H 2.2805 -2.5900 0.0412
*
```

Mulliken atomic charge list, values in e, 2 entries: -0.95, -0.25

Entry two
A cluster of 2 separate species, C3H13N2 in total, computed with ωB97M-V/def2-TZVPD.

Computed properties:
LUMO energy (eV): -3.16
Frontier orbital gap (eV): 12.5
HOMO level (eV): -15.6943

Structure (ORCA input):
```
! wB97M-V def2-TZVPD RIJCOSX def2/J DEFGRID3
* xyz 1 1
N 0.7904 -0.7476 0.2043
N 1.6659 -1.7326 -2.2055
C -0.7543 0.7373 1.3666
C -0.3641 0.1856 0.0116
C -1.7827 1.8703 1.2905
H -1.2572 -0.3111 -0.4073
H 0.1863 1.0985 1.8626
H 2.4376 -1.1093 -2.5861
H -1.4176 2.7254 0.7410
H 2.0443 -2.7177 -2.2852
H 0.5854 -1.4040 0.9329
H 1.6161 -0.2177 0.5227
H 0.0177 0.9294 -0.6636
H -1.0844 -0.1332 1.9364
H -2.6744 1.5363 0.7227
H -2.1436 2.2347 2.2381
H 1.0981 -1.2397 -0.6992
H 1.0366 -1.7046 -2.9826
*
```

Mulliken atomic charge list, values in e, 2 entries: -0.25, -0.99

Most stable of them? entry one.